The following is a DFT calculation (ωB97M-V/def2-TZVPD) of 8 unconnected molecules or ions with the total composition C31H40F24O18S.

As for the total energy: -145708.27093 eV. As for the orbital gap: 10.559 eV. As for the HOMO energy: -10.38 eV.

Last column: Löwdin charge in e.
Element x y z (Å)
O: -2.67 0.01 -2.80  -0.387
S: -2.40 -1.12 -1.93  0.882
O: -3.83 -1.81 -1.59  -0.246
O: -2.29 -0.57 -0.42  -0.317
C: -1.58 0.66 -0.22  -0.165
C: -0.14 0.67 -0.73  -0.256
O: 0.38 1.95 -0.43  0.023
C: 0.73 -0.38 -0.03  -0.565
F: 0.21 -0.80 1.14  0.141
F: 0.85 -1.47 -0.81  0.129
F: 1.96 0.06 0.22  0.164
H: -3.90 -2.62 -2.11  0.070
H: -2.12 1.49 -0.67  0.130
H: -1.57 0.82 0.85  0.133
H: -0.07 0.49 -1.80  0.157
H: 0.40 2.47 -1.24  0.082
C: -6.21 -0.37 0.86  -0.046
C: -7.14 -0.55 -0.32  -0.180
O: -7.83 -1.82 -0.27  0.035
C: -8.91 -1.86 0.49  -0.407
O: -9.39 -0.98 1.13  0.170
C: -9.54 -3.27 0.42  -0.548
F: -8.62 -4.23 0.50  0.164
F: -10.18 -3.41 -0.76  0.162
F: -10.42 -3.44 1.40  0.173
H: -5.52 -1.21 0.91  0.085
H: -5.64 0.55 0.75  0.056
H: -6.77 -0.33 1.79  0.085
H: -6.58 -0.57 -1.25  0.121
H: -7.87 0.26 -0.39  0.126
C: -2.63 3.80 4.63  -0.047
C: -4.05 3.30 4.60  -0.180
O: -4.72 3.70 3.38  0.048
C: -4.51 2.94 2.33  -0.402
O: -3.84 1.96 2.25  0.158
C: -5.32 3.48 1.12  -0.550
F: -5.23 4.80 1.01  0.173
F: -6.61 3.15 1.26  0.167
F: -4.88 2.93 -0.01  0.164
H: -2.59 4.88 4.49  0.085
H: -2.17 3.55 5.59  0.087
H: -2.03 3.33 3.84  0.078
H: -4.64 3.75 5.40  0.082
H: -4.11 2.22 4.70  0.132
C: 6.00 1.44 -2.86  -0.050
C: 5.11 1.44 -4.08  -0.193
O: 3.84 2.08 -3.80  0.041
C: 3.82 3.40 -3.88  -0.406
O: 4.72 4.14 -4.14  0.178
C: 2.39 3.90 -3.60  -0.533
F: 1.84 3.26 -2.55  0.144
F: 1.61 3.68 -4.67  0.172
F: 2.38 5.20 -3.33  0.184
H: 5.49 0.97 -2.02  0.079
H: 6.91 0.88 -3.07  0.081
H: 6.27 2.45 -2.58  0.083
H: 4.84 0.43 -4.38  0.099
H: 5.59 1.93 -4.93  0.117
C: 2.57 -3.75 1.03  -0.063
C: 1.45 -3.70 2.04  -0.179
O: 0.76 -4.97 2.12  0.040
C: 1.31 -5.89 2.89  -0.407
O: 2.32 -5.81 3.52  0.169
C: 0.43 -7.16 2.89  -0.548
F: 0.00 -7.47 1.67  0.163
F: -0.64 -6.96 3.67  0.165
F: 1.11 -8.20 3.38  0.172
H: 2.18 -4.05 0.05  0.080
H: 3.02 -2.76 0.93  0.076
H: 3.34 -4.46 1.32  0.083
H: 0.69 -2.98 1.75  0.105
H: 1.82 -3.43 3.03  0.130
C: -6.12 8.89 9.76  -0.059
C: -7.16 8.22 8.89  -0.188
O: -6.53 7.36 7.92  0.035
C: -6.20 6.15 8.34  -0.404
O: -6.35 5.69 9.43  0.174
C: -5.59 5.34 7.17  -0.549
F: -4.72 6.07 6.46  0.168
F: -6.56 4.93 6.34  0.171
F: -4.96 4.26 7.63  0.167
H: -5.41 9.44 9.15  0.084
H: -6.61 9.60 10.44  0.084
H: -5.58 8.16 10.36  0.080
H: -7.71 8.94 8.30  0.126
H: -7.86 7.64 9.48  0.125
C: 4.66 -6.70 -3.64  -0.057
C: 3.89 -5.64 -4.40  -0.188
O: 3.73 -4.44 -3.60  0.035
C: 4.75 -3.60 -3.61  -0.401
O: 5.79 -3.71 -4.19  0.169
C: 4.40 -2.36 -2.74  -0.535
F: 3.82 -2.71 -1.59  0.164
F: 3.56 -1.57 -3.41  0.165
F: 5.50 -1.67 -2.47  0.171
H: 4.18 -6.91 -2.69  0.084
H: 4.70 -7.61 -4.22  0.084
H: 5.68 -6.37 -3.44  0.079
H: 2.87 -5.97 -4.61  0.126
H: 4.37 -5.38 -5.34  0.125
C: 10.59 -3.08 -5.33  -0.057
C: 9.79 -3.08 -6.61  -0.188
O: 8.61 -2.25 -6.49  0.033
C: 8.79 -0.96 -6.68  -0.404
O: 9.81 -0.39 -6.95  0.173
C: 7.44 -0.22 -6.53  -0.537
F: 6.76 -0.66 -5.47  0.155
F: 6.68 -0.43 -7.62  0.171
F: 7.62 1.09 -6.40  0.173
H: 9.96 -3.39 -4.49  0.083
H: 11.43 -3.77 -5.42  0.083
H: 10.98 -2.09 -5.11  0.080
H: 9.40 -4.07 -6.84  0.125
H: 10.38 -2.74 -7.46  0.125